The following is a quantum chemistry calculation of a single C4H10N2O molecule at a distorted geometry, from the OMol25 dataset.

Structure (ORCA input):
```
! wB97M-V def2-TZVPD RIJCOSX def2/J DEFGRID3
* xyz 0 1
H -0.12511 2.40473 -0.71812
N -0.74968 1.62426 -0.57972
C -0.27998 0.49764 -0.36985
O -1.38315 -0.74807 -0.16575
C -2.64259 -0.30886 0.25598
N 0.68381 -0.15851 0.24030
C 1.11341 -1.50235 -0.11776
C 1.96802 0.94466 0.22334
H -2.59972 0.16023 1.24730
H -3.06576 0.42625 -0.44095
H -3.30711 -1.17918 0.28170
H 0.31009 -2.09346 -0.54571
H 1.45102 -1.99739 0.79123
H 1.93162 -1.48782 -0.84317
H 1.64936 1.84966 0.73348
H 2.32189 1.15170 -0.78837
H 2.72389 0.41650 0.79607
*
```

Calculated values
Kohn-Sham gap	9.8812	eV
LUMO energy	0.783	eV
E_HOMO	-9.10	eV
total energy	-9335.0675	eV
structure (SMILES)	[H]/N=C(/OC)N(C)C

These are the Löwdin partial charges, in e, on atoms 1 to 5: number 1, H, carries 0.06; number 2, N, carries 0.18; number 3, C, carries -0.40; number 4, O, carries -0.21; number 5, C, carries -0.18